Run a
ORCA calculation (wB97M-V/def2-TZVPD) on a structure of composition C24H31F3FeN3P2STe4.

Geometry (Å):
1 Fe 1.155 -0.547 -0.309
2 C 0.820 2.991 0.652
3 P 0.392 1.262 0.990
4 C -1.438 1.287 0.865
5 N -2.140 2.164 1.538
6 C -3.491 2.068 1.460
7 C -4.296 2.984 2.174
8 C -5.655 2.864 2.132
9 C -6.267 1.833 1.381
10 C -5.513 0.942 0.675
11 C -4.105 1.048 0.694
12 N -3.358 0.194 -0.052
13 C -2.058 0.328 0.014
14 P -0.975 -0.636 -1.096
15 C -1.819 -2.247 -1.185
16 C -1.244 0.167 -2.756
17 C -0.836 1.637 -2.641
18 C -0.316 -0.537 -3.752
19 C -2.695 0.056 -3.224
20 C 0.787 0.952 2.776
21 C -0.056 1.743 3.777
22 C 2.259 1.367 2.959
23 C 0.598 -0.560 3.001
24 H 0.274 3.658 1.320
25 H 0.568 3.220 -0.383
26 H 1.895 3.119 0.770
27 H -3.802 3.757 2.747
28 H -6.277 3.559 2.680
29 H -7.346 1.759 1.368
30 H -5.958 0.150 0.087
31 H -2.888 -2.115 -1.026
32 H -1.405 -2.909 -0.425
33 H -1.659 -2.701 -2.162
34 H 0.204 1.728 -2.320
35 H -1.478 2.184 -1.946
36 H -0.934 2.112 -3.620
37 H 0.724 -0.515 -3.419
38 H -0.376 -0.022 -4.714
39 H -0.612 -1.575 -3.921
40 H -3.382 0.569 -2.552
41 H -3.016 -0.983 -3.313
42 H -2.781 0.514 -4.212
43 H -0.002 2.817 3.596
44 H 0.334 1.555 4.781
45 H -1.103 1.446 3.759
46 H 2.345 2.449 3.066
47 H 2.903 1.054 2.138
48 H 2.650 0.909 3.870
49 H -0.402 -0.781 3.379
50 H 1.327 -0.939 3.719
51 H 0.726 -1.143 2.078
52 F 5.857 -2.757 0.499
53 C 5.562 -2.900 -0.804
54 F 6.326 -3.907 -1.274
55 F 6.006 -1.773 -1.413
56 C 4.109 -3.135 -1.070
57 C 3.727 -3.935 -2.108
58 C 2.384 -3.998 -2.529
59 C 1.511 -3.094 -1.968
60 N 1.822 -2.300 -0.951
61 C 3.075 -2.434 -0.294
62 S 3.403 -0.759 0.370
63 H 4.486 -4.493 -2.640
64 H 2.078 -4.628 -3.349
65 H 0.516 -2.968 -2.376
66 Te 2.836 -3.655 1.581
67 Te 6.372 0.472 3.433
68 Te 6.437 1.338 1.069
69 Te 3.216 0.689 -1.592

Summary:
HOMO level (spin up / spin down): -6.710 / -6.652 eV
Charge: 0
Molar mass: 1078.79 g mol⁻¹
Multiplicity: 6
<S²>: 8.81
Kohn-Sham gap (spin up / spin down): 5.38 / 5.15 eV

And the Mulliken charges, in e, turn out to be: 0.23 -1.61 1.24 0.12 -0.53 0.15 -0.53 -0.57 -0.52 -0.61 0.14 -0.36 0.51 1.10 -1.63 1.37 -1.39 -1.54 -1.78 1.87 -1.99 -1.63 -1.09 0.38 0.40 0.48 0.46 0.41 0.40 0.46 0.49 0.36 0.48 -0.04 0.30 0.61 0.12 0.52 0.33 0.35 0.33 0.48 0.33 0.51 0.40 0.29 0.29 0.50 0.31 0.45 -0.18 -0.21 0.68 -0.31 -0.21 -0.17 -0.30 -1.45 0.27 0.72 -0.54 -0.31 0.50 0.37 0.07 0.09 -0.08 0.02 -0.28

---

Run b
ORCA calculation (wB97M-V/def2-TZVPD) on a structure of composition C24H31F3FeN3P2STe4.

Geometry (Å):
1 Fe 0.824 0.878 -2.127
2 C 2.730 -0.379 0.698
3 P 1.317 0.711 0.314
4 C -0.051 -0.186 1.174
5 N 0.218 -0.685 2.353
6 C -0.734 -1.429 2.969
7 C -0.483 -1.968 4.253
8 C -1.435 -2.734 4.858
9 C -2.668 -3.000 4.212
10 C -2.930 -2.494 2.973
11 C -1.960 -1.690 2.328
12 N -2.216 -1.187 1.095
13 C -1.310 -0.434 0.526
14 P -1.679 0.217 -1.180
15 C -2.364 -1.281 -1.978
16 C -3.204 1.279 -0.945
17 C -4.426 0.520 -0.429
18 C -3.528 1.864 -2.327
19 C -2.859 2.418 0.014
20 C 1.661 2.240 1.329
21 C 2.197 1.933 2.727
22 C 2.703 3.044 0.541
23 C 0.372 3.054 1.436
24 H 3.646 0.119 0.379
25 H 2.643 -1.313 0.146
26 H 2.769 -0.596 1.763
27 H 0.468 -1.754 4.722
28 H -1.252 -3.147 5.841
29 H -3.407 -3.612 4.713
30 H -3.863 -2.683 2.459
31 H -2.972 -1.858 -1.283
32 H -1.550 -1.886 -2.370
33 H -2.974 -0.973 -2.826
34 H -4.738 -0.267 -1.117
35 H -5.257 1.225 -0.339
36 H -4.251 0.071 0.546
37 H -3.788 1.089 -3.050
38 H -2.697 2.439 -2.736
39 H -4.389 2.530 -2.239
40 H -2.621 2.048 1.014
41 H -3.719 3.087 0.102
42 H -2.015 3.008 -0.351
43 H 3.179 1.461 2.694
44 H 1.524 1.290 3.293
45 H 2.306 2.876 3.268
46 H 3.626 2.482 0.385
47 H 2.958 3.945 1.105
48 H 2.312 3.355 -0.429
49 H -0.406 2.512 1.979
50 H -0.002 3.327 0.447
51 H 0.575 3.979 1.981
52 F 5.184 -3.596 -2.328
53 C 4.271 -3.006 -3.135
54 F 4.092 -3.846 -4.176
55 F 4.833 -1.899 -3.607
56 C 2.974 -2.809 -2.387
57 C 2.549 -3.902 -1.650
58 C 1.378 -3.836 -0.914
59 C 0.667 -2.653 -0.962
60 N 1.039 -1.601 -1.685
61 C 2.181 -1.646 -2.403
62 S 2.564 -0.167 -3.240
63 H 3.152 -4.801 -1.642
64 H 1.028 -4.669 -0.323
65 H -0.250 -2.546 -0.392
66 Te 2.543 3.662 -3.587
67 Te 2.438 4.264 -6.193
68 Te 3.088 6.270 -3.545
69 Te -0.012 3.336 -2.742

Summary:
HOMO level (spin up / spin down): -6.796 / -7.128 eV
Charge: 0
Molar mass: 1078.79 g mol⁻¹
Multiplicity: 6
<S²>: 8.78
Kohn-Sham gap (spin up / spin down): 5.52 / 5.84 eV

And the Mulliken charges, in e, turn out to be: -0.27 -1.52 1.67 -0.16 -0.11 0.18 -0.55 -0.54 -0.56 -0.59 0.23 0.04 0.05 0.96 -1.80 1.54 -1.77 -1.45 -1.53 1.66 -1.82 -1.59 -1.42 0.38 0.34 0.49 0.48 0.41 0.41 0.48 0.38 0.38 0.51 0.34 0.53 0.28 0.31 0.07 0.46 0.25 0.59 0.15 0.35 0.30 0.53 0.32 0.54 0.03 0.28 0.07 0.61 -0.27 0.64 -0.26 -0.24 0.05 -0.55 -1.29 0.13 0.03 0.41 -0.38 0.45 0.49 0.30 0.30 -0.24 -0.29 -0.18

---

The structure with the greatest stability is run b.

---

Run a
ORCA calculation (wB97M-V/def2-TZVPD) on a cluster of 2 separate species, C6H11N3O3 in total.

Geometry (Å):
1 C -1.990 -0.827 1.763
2 C -0.802 -0.998 0.827
3 C -0.218 0.352 0.353
4 N 0.964 0.747 0.792
5 C 1.449 1.997 0.516
6 O 0.901 2.953 -0.001
7 N -0.870 1.168 -0.499
8 C -1.880 0.854 -1.375
9 O -2.680 -0.031 -1.281
10 H -2.791 -0.075 1.317
11 H -2.303 -1.869 1.827
12 H -1.492 -0.391 2.613
13 H -1.212 -1.454 -0.002
14 H 0.118 -1.407 1.147
15 H 2.585 2.201 0.885
16 H -0.334 2.016 -0.772
17 H -1.908 1.587 -2.371
18 H 0.898 -1.198 -2.384
19 N 1.189 -1.029 -1.451
20 C 2.379 -1.280 -1.076
21 O 2.851 -1.031 0.177
22 H 3.042 -1.811 -1.803
23 H 2.104 -0.474 0.795

Summary:
HOMO level: -9.895 eV
Charge: 0
Molar mass: 173.17 g mol⁻¹
SMILES string: CC/C(=N/C=O)NC=O.[H]/N=C/O
Kohn-Sham gap: 9.64 eV

And the Mulliken charges, in e, turn out to be: -1.06 -0.58 0.44 -0.51 0.08 -0.58 -0.04 0.01 -0.45 0.26 0.33 0.35 0.48 0.34 0.29 0.32 0.23 0.16 -0.37 0.04 -0.55 0.35 0.47

---

Run b
ORCA calculation (wB97M-V/def2-TZVPD) on a cluster of 2 separate species, C6H11N3O3 in total.

Geometry (Å):
1 C -0.942 1.589 0.938
2 C -0.931 0.953 -0.489
3 N -0.928 -0.483 -0.655
4 C -1.974 -1.131 -0.204
5 N -1.664 -2.304 0.303
6 O -2.222 -3.316 0.642
7 O -0.223 -2.395 0.351
8 C 0.193 -1.338 -0.609
9 C 0.778 -2.032 -1.829
10 O 1.127 -0.460 0.074
11 H 0.007 1.632 1.495
12 H -1.595 2.514 0.934
13 H -1.614 0.867 1.572
14 H -1.786 1.188 -1.062
15 H -0.119 1.318 -1.116
16 H -3.018 -0.894 -0.324
17 H 0.318 -2.995 -2.075
18 H 1.854 -2.273 -1.457
19 H 0.721 -1.380 -2.781
20 H 1.785 -1.009 0.414
21 C 2.377 2.133 -1.669
22 N 2.070 1.026 -1.743
23 H 2.679 3.209 -1.516

Summary:
HOMO level: -7.356 eV
Charge: 0
Molar mass: 173.17 g mol⁻¹
SMILES string: CCN1C=[N+]([O-])O[C@]1(C)O.C#N
Kohn-Sham gap: 8.04 eV

And the Mulliken charges, in e, turn out to be: -0.96 -0.71 0.10 -0.44 0.67 -0.79 -0.42 0.73 -1.13 -0.47 0.28 0.35 0.24 0.54 0.29 0.50 0.41 0.22 0.25 0.34 0.11 -0.41 0.29

---

The structure with the greatest stability is run a.

---

Run a
ORCA calculation (wB97M-V/def2-TZVPD) on an isolated molecule of C6H11N3O3.

Geometry (Å):
1 H 0.898 -1.628 -0.118
2 N 0.158 -0.866 -0.181
3 C 0.707 0.282 -0.188
4 N -0.052 1.395 -0.237
5 C -1.469 1.341 -0.504
6 C -2.237 0.776 0.665
7 C -3.153 -0.405 0.177
8 O -4.312 -0.418 0.322
9 O -2.448 -1.375 -0.352
10 N 2.094 0.681 -0.145
11 C 3.027 -0.353 0.077
12 C 4.357 0.215 0.382
13 O 2.813 -1.544 -0.066
14 H 0.443 2.335 -0.406
15 H -1.668 0.637 -1.382
16 H -1.925 2.266 -0.820
17 H -2.792 1.655 1.217
18 H -1.536 0.402 1.378
19 H -1.439 -1.274 -0.268
20 H 2.317 1.708 -0.036
21 H 4.494 0.605 1.459
22 H 5.175 -0.604 0.362
23 H 4.824 0.983 -0.335

Summary:
HOMO level: -9.486 eV
Charge: 0
Molar mass: 173.17 g mol⁻¹
SMILES string: [H]/N=C(/NCCC(=O)O)NC(C)=O
Kohn-Sham gap: 9.54 eV

And the Mulliken charges, in e, turn out to be: 0.20 -0.56 0.32 -0.21 -0.74 -0.64 0.50 -0.55 -0.55 -0.22 0.78 -1.12 -0.63 0.25 0.35 0.48 0.28 0.39 0.50 0.28 0.27 0.32 0.30

---

Run b
ORCA calculation (wB97M-V/def2-TZVPD) on an isolated molecule of C6H11N3O3.

Geometry (Å):
1 C -0.613 1.995 -0.043
2 C 0.848 0.450 1.117
3 C 2.062 -0.315 0.439
4 C -1.244 -0.121 -1.824
5 C -2.093 -0.711 0.474
6 C -0.839 -0.390 -0.419
7 N 2.566 0.069 -0.690
8 N -0.199 0.767 0.215
9 N 2.751 -1.289 1.055
10 O 1.908 0.733 -1.508
11 O 3.768 -1.782 0.600
12 O 2.214 -1.767 2.053
13 H -0.214 2.815 0.491
14 H -1.283 2.122 -0.890
15 H 0.389 -0.029 2.094
16 H 1.168 1.371 1.422
17 H -1.967 0.633 -1.856
18 H -0.256 0.076 -2.364
19 H -1.638 -1.019 -2.389
20 H -1.832 -1.453 1.132
21 H -3.053 -1.067 0.023
22 H -2.260 0.151 1.144
23 H -0.186 -1.238 -0.277

Summary:
HOMO level (spin up / spin down): -7.600 / -7.601 eV
Charge: 0
Molar mass: 173.17 g mol⁻¹
Kohn-Sham gap (spin up / spin down): 6.04 / 6.04 eV

And the Mulliken charges, in e, turn out to be: -0.01 -0.46 -0.02 -1.61 -1.33 0.44 -0.21 0.15 0.98 -0.52 -0.60 -0.67 0.29 0.17 0.28 0.44 0.53 0.33 0.39 0.45 0.33 0.30 0.36

---

Run c
ORCA calculation (wB97M-V/def2-TZVPD) on a structure of composition C6H11N3O3.

Geometry (Å):
1 C 3.982 -0.165 -0.404
2 C 2.718 0.540 -0.065
3 C 0.289 0.101 0.275
4 C -1.723 -0.861 0.699
5 C -2.349 -0.536 -0.694
6 C -3.403 0.535 -0.267
7 H 3.879 0.011 -1.641
8 H 4.965 0.327 -0.013
9 H 3.866 -1.594 -0.237
10 H 1.846 -1.322 -0.170
11 H 0.412 1.909 -0.751
12 H 0.250 -1.200 2.053
13 H -1.934 -0.003 1.380
14 H -2.019 -1.807 0.988
15 H -2.944 -1.322 -1.240
16 H -1.791 -0.038 -1.389
17 H -2.104 1.885 0.615
18 N 1.588 -0.282 -0.144
19 N -0.261 1.310 -0.028
20 N -0.252 -1.126 0.635
21 O 2.643 1.746 0.364
22 O -3.089 1.715 0.390
23 O -4.568 0.178 -0.356

Summary:
HOMO level: -9.722 eV
Charge: 0
Molar mass: 173.17 g mol⁻¹
Kohn-Sham gap: 8.86 eV

And the Mulliken charges, in e, turn out to be: -0.87 0.61 0.33 -0.65 -0.41 0.55 0.25 0.30 0.23 0.29 0.23 0.33 0.35 0.37 0.28 0.47 0.41 -0.19 -0.55 -0.59 -0.61 -0.55 -0.57

---

The structure with the greatest stability is run a.